40
Properties=species:S:1:pos:R:3:nbo_charge:R:1 method="wB97M-V/def2-TZVPD" de_lowest_kj_mol=54.48 total_charge=+3 mol_weight_g_mol=447.5
N 1.518 -1.891 1.587 -0.9902
H 1.760 -1.623 -2.374 0.2419
C -1.250 -1.030 -3.783 -0.0075
N -4.120 -0.209 -3.675 -0.5609
N -1.079 0.240 0.909 -0.6504
C 4.600 1.518 0.992 -0.7922
H 1.282 -4.510 3.425 0.1731
C -1.200 -0.432 -1.442 0.2200
H 3.042 4.053 2.134 0.3047
Zr 0.860 -0.401 0.487 2.4787
C -2.957 1.147 2.070 -0.2120
C -3.915 0.350 -1.465 0.0703
C 1.875 -2.854 2.215 0.7098
C -1.631 0.749 2.023 0.1091
H -1.805 -1.098 -4.712 0.2871
C 2.648 3.490 1.286 -0.7851
C 0.076 -1.406 -3.706 -0.2083
H 3.131 3.806 0.363 0.2797
H -3.366 1.548 2.987 0.2873
O 2.053 1.112 0.365 -0.9750
S 2.920 1.740 1.561 1.2177
H 5.271 1.806 1.804 0.3078
N 0.114 -0.830 -1.395 -0.6612
H -0.993 0.819 2.896 0.2379
C -1.826 0.107 -0.239 0.1256
C -3.175 0.496 -0.246 0.0372
H -4.776 1.309 0.927 0.2865
H 4.741 0.458 0.779 0.2787
C 0.730 -1.306 -2.488 0.1142
S -5.540 0.334 -3.173 1.1418
H 3.025 -3.636 3.870 0.1631
B 2.295 -4.017 2.994 -0.7039
H 1.570 3.636 1.227 0.2719
C -1.916 -0.547 -2.642 -0.0515
C -3.732 1.017 0.935 -0.0255
H 4.795 2.125 0.109 0.2803
N -5.184 0.661 -1.647 -0.5609
H 0.603 -1.782 -4.573 0.2883
C -3.296 -0.156 -2.646 0.0999
H 2.850 -4.793 2.261 0.1721

***

97
Properties=species:S:1:pos:R:3:lowdin_charge:R:1 method="wB97M-V/def2-TZVPD" e_tot_ha=-3449.371392 mol_weight_g_mol=820.8
H -0.173 -3.318 -1.804 0.0618
N 0.661 -0.583 2.959 -0.2069
H -1.114 -4.623 -2.552 0.0613
H -2.348 0.687 0.875 0.0675
H 4.580 2.976 -3.682 0.0834
H -0.035 7.048 2.513 0.1197
C 3.583 2.576 -3.604 -0.0428
C 2.463 7.007 4.369 0.0756
H 3.856 -0.347 -2.888 0.0932
H -3.055 1.558 2.241 0.0654
C 2.530 4.608 5.209 -0.2353
O -6.714 -1.022 -1.635 0.1205
O 4.010 -4.950 -3.547 -0.2575
H -5.679 -3.327 5.593 0.1358
H 0.922 -2.307 -3.747 0.0850
H 0.975 -5.139 -3.513 0.1045
C 0.549 1.599 0.073 0.0233
H 2.731 3.679 -0.780 0.0849
C -3.791 -2.205 2.878 -0.3121
C -5.454 -0.929 -2.031 -0.2350
C -3.529 0.674 -2.450 0.0745
C -0.297 -4.382 -1.899 -0.0542
O -3.822 -2.328 1.667 0.0967
C 1.868 1.724 -2.010 -0.0937
C 0.392 -3.185 -5.661 -0.0512
H -2.027 -0.941 3.010 0.1054
H 2.894 7.997 4.351 0.1363
C 3.448 -0.762 -0.850 -0.1282
H 4.922 -2.284 -3.339 0.0980
O 3.191 3.747 5.965 0.1226
H 0.031 2.448 -0.336 0.1260
C 3.248 2.378 -2.154 -0.4204
H -0.439 -3.620 -5.139 0.0594
H 4.358 -0.220 -0.624 0.1292
C -2.788 -0.383 -2.803 -0.2302
H 2.361 -1.166 -2.679 0.0842
C 1.010 -4.941 -2.452 -0.2164
H 1.007 3.292 4.517 0.1331
H 1.300 -5.846 -1.948 0.1162
H 1.148 2.520 -2.120 0.1175
C 0.868 0.031 1.786 -0.3108
N 2.447 -1.588 1.636 -0.2451
C 3.109 6.000 5.190 -0.3136
C 0.776 5.299 3.707 -0.3094
H -7.006 -0.110 -1.445 0.1212
H 4.565 -2.795 -1.675 0.0975
H 3.543 1.646 -4.151 0.0704
H -0.887 1.507 3.090 0.0966
O -5.663 1.370 -1.723 0.1108
C -4.909 0.474 -2.049 -0.3123
O -2.589 -2.674 -3.161 0.0873
H -2.574 2.432 0.824 0.0668
O -0.230 5.101 3.050 0.0960
C 1.604 1.036 -0.697 -0.1447
C 2.294 -0.026 -0.232 -0.1106
H 4.019 1.814 -1.651 0.1292
C -3.895 -2.085 5.727 -0.3138
S 1.722 -1.799 3.013 1.0340
O 2.563 -3.259 -4.655 -0.1794
H 1.607 -1.529 -5.138 0.1159
C -4.911 -2.835 5.013 0.0744
O 0.717 7.540 2.895 0.1192
O -3.845 -1.986 6.938 0.1086
O 4.097 6.201 5.869 0.1104
H 2.875 3.254 -4.052 0.0886
C 1.367 6.684 3.669 -0.2367
H -5.095 -2.997 -2.380 0.1372
H -5.495 -3.442 2.020 0.1168
H 0.918 -3.985 -6.160 0.0871
C 0.173 1.152 1.284 -0.1728
C 4.154 -2.429 -2.600 -0.1867
O 3.193 3.702 -1.622 -0.0322
C 1.431 4.287 4.510 0.0769
P 3.194 -3.761 -3.282 0.4327
O -1.518 -0.296 -3.182 0.1077
H -2.222 -0.828 6.587 0.1206
H -0.446 -4.777 -0.907 0.0761
C -2.321 1.599 1.455 -0.0704
O -1.958 -0.701 5.656 0.1167
C 1.899 -0.533 1.025 -0.2977
C -4.870 -2.895 3.675 -0.2367
C -3.341 -1.783 -2.804 -0.2982
C -2.832 -1.378 4.928 -0.2311
H -0.695 2.861 2.062 0.0812
C -2.790 -1.442 3.589 0.0689
O 2.083 -3.986 -2.174 -0.2072
H -3.141 1.683 -2.448 0.1361
H 3.937 4.242 6.356 0.1220
H -1.238 -1.209 -3.384 0.0969
O -5.758 -3.557 2.951 0.1194
C 3.380 -1.132 -2.323 -0.1984
C -0.924 1.814 2.056 -0.1871
C -4.713 -1.986 -2.388 0.0789
C 1.355 -2.493 -4.722 -0.2744
H 1.697 1.045 -2.831 0.1096
H 3.505 -1.683 -0.294 0.0862
H 0.004 -2.505 -6.401 0.0747

***

19
Properties=species:S:1:pos:R:3:nbo_charge:R:1 method="wB97M-V/def2-TZVPD" de_lowest_kj_mol=606.73 mol_weight_g_mol=126.2
C 0.212 -0.969 -0.632 0.2287
H 0.333 -2.261 -2.272 0.2166
C -0.125 0.912 0.415 0.3353
H -0.592 1.553 -2.439 0.3626
H 1.004 1.176 -2.191 0.3389
N 0.948 1.749 0.550 -0.4501
H -1.399 1.894 1.667 0.3738
C 0.368 -0.490 0.884 -0.3879
C -0.153 -1.126 2.016 -0.2659
C 0.560 -2.106 -1.226 -0.5289
N -1.414 1.441 0.763 -0.8418
H 1.480 -0.408 0.908 0.2599
H 0.872 2.489 -0.157 0.3074
H -1.007 -0.707 2.536 0.1777
H 1.035 -2.902 -0.671 0.2111
N -0.311 0.221 -1.028 -0.2759
N 0.058 0.799 -2.246 -0.6331
H -2.161 0.761 0.698 0.3846
H 0.291 -2.025 2.425 0.1870

***

50
Properties=species:S:1:pos:R:3:nbo_charge:R:1 method="wB97M-V/def2-TZVPD" de_lowest_kj_mol=397.86 smiles=CN[C@H](CO)C(C)C.O.O.O.O.O.O.O.O.O mol_weight_g_mol=279.3
N -1.166 1.007 0.065 -0.6888
H -1.192 -3.394 -3.220 0.5018
H -1.262 2.617 1.509 0.1881
C -0.788 -0.378 0.498 -0.0571
H 1.060 2.866 -0.221 0.5195
H 2.862 4.052 1.032 0.4731
O 1.229 2.108 3.300 -0.9889
O 1.966 3.761 1.065 -0.9748
C -1.796 -2.571 0.941 -0.6387
O -1.772 -1.156 -3.904 -0.9753
H 2.815 2.403 -0.891 0.4936
C -2.721 -1.304 -1.042 -0.6238
H -2.102 -2.770 1.950 0.2138
O -1.007 1.515 -3.223 -0.9555
O -0.269 -3.450 -2.917 -0.9758
H -3.003 -0.328 -1.496 0.2192
H -0.247 1.431 -0.248 0.4010
H -1.419 -0.831 -4.746 0.4680
H 0.013 -4.262 -2.461 0.4796
H -1.058 1.937 -2.364 0.4919
H -2.548 -3.179 0.392 0.2207
O 0.480 2.791 -0.986 -1.0002
O 2.672 0.076 2.282 -1.0035
H 2.018 -0.578 1.922 0.4964
C -1.860 1.836 0.979 -0.4319
O 1.439 -1.382 0.349 -0.7377
H -0.518 -0.509 1.637 0.1573
H 1.202 -1.832 1.185 0.4734
H -2.738 2.335 0.554 0.1855
O 3.222 -2.832 1.878 -0.9537
H -1.667 -0.369 -3.324 0.4979
H 3.047 -2.735 2.804 0.4737
H -1.974 -1.826 -1.679 0.2144
C 0.365 -0.875 -0.394 -0.0920
H -3.637 -1.854 -1.053 0.2066
H -0.172 3.522 -1.031 0.4940
H -0.116 1.076 -3.230 0.4756
H 3.101 0.633 1.624 0.4984
H 1.956 3.354 1.973 0.5110
H 2.731 0.945 -0.252 0.4781
H 0.881 2.421 4.092 0.4757
H 1.721 1.303 3.340 0.5111
H 3.947 -2.277 1.593 0.4875
H -2.096 1.334 1.883 0.1958
H -2.921 -0.589 0.913 0.2127
H -0.708 -2.928 0.872 0.2022
H 0.969 -0.179 -1.028 0.1711
H -0.068 -1.582 -1.158 0.2096
C -2.090 -1.173 0.397 -0.2319
O 3.218 1.822 -0.160 -0.9688

***

19
Properties=species:S:1:pos:R:3:nbo_charge:R:1 method="wB97M-V/def2-TZVPD" de_lowest_kj_mol=357.80 smiles="C1=CCC2(C1)CNC2" mol_weight_g_mol=109.2
C 0.198 0.238 -0.158 -0.0390
H -0.052 -0.472 -2.251 0.2178
H -2.361 -2.008 -1.285 0.2218
C -1.966 -0.774 0.506 -0.2143
H 1.386 -1.023 1.298 0.1675
C 1.515 -0.514 0.313 -0.2202
C -0.671 -0.298 -1.311 -0.4461
C -0.949 0.121 0.891 -0.4419
H -1.266 0.637 -1.531 0.2033
H 0.663 2.267 0.788 0.1838
H -0.529 -0.351 1.875 0.2250
C 1.061 1.547 -0.017 -0.2049
N 2.179 0.780 0.439 -0.6431
C -1.752 -1.281 -0.694 -0.1835
H -1.347 1.194 0.921 0.2150
H 1.158 2.121 -0.959 0.1871
H 2.009 -1.326 -0.298 0.1822
H 3.048 0.660 -0.014 0.3703
H -2.571 -1.391 1.202 0.2193

***

12
Properties=species:S:1:pos:R:3:nbo_charge:R:1 method="wB97M-V/def2-TZVPD" de_lowest_kj_mol=461.02 smiles="O=CCCC=O" mol_weight_g_mol=86.1
O 2.144 -0.776 -0.636 -0.5150
C 0.443 0.715 0.196 -0.5239
H -0.097 1.524 -0.307 0.2265
C -1.776 -1.010 -0.190 0.3172
H 0.106 -1.322 0.928 0.2425
H -2.804 -0.502 -0.225 0.1240
H -1.122 -0.045 1.422 0.1966
C 1.665 0.329 -0.621 0.4490
H 0.851 1.164 1.124 0.2385
O -1.065 -0.784 -1.168 -0.4887
H 2.144 1.161 -1.188 0.1084
C -0.488 -0.456 0.665 -0.3753

***

61
Properties=species:S:1:pos:R:3:nbo_charge:R:1 method="wB97M-V/def2-TZVPD" de_lowest_kj_mol=240.19 smiles=CN(Cc1ccccc1)C[C@@H](O)COc1ccc(CNCCc2ccncc2)cc1 mol_weight_g_mol=405.5
C -5.128 2.980 -0.847 -0.2122
H -3.917 -3.130 1.223 0.1847
C -4.125 1.143 0.342 -0.0376
H 4.406 1.218 1.521 0.1814
C -1.939 -3.006 0.384 0.0843
H 4.553 -0.324 -2.421 0.2149
C 2.134 1.972 0.404 -0.0717
H -3.779 4.409 -1.694 0.2104
H 5.945 2.021 1.142 0.1917
H 6.236 -0.342 0.812 0.2248
C -5.252 1.808 -0.119 -0.2119
C 5.098 1.474 0.708 -0.2094
C -3.874 3.496 -1.125 -0.2184
H -4.056 -2.403 -1.342 0.2270
H -2.813 -1.999 2.045 0.2110
N 2.298 -2.346 -0.989 -0.4484
H -5.501 -1.996 -0.392 0.1608
H 2.945 3.718 -0.556 0.2044
H 3.462 3.509 1.129 0.1965
H -6.234 1.408 0.093 0.2077
H -0.178 -2.389 -0.739 0.1976
H 4.242 1.817 -1.109 0.3503
H -4.720 -0.757 -1.405 0.2053
H -1.401 -3.596 1.143 0.1615
H 0.669 0.061 2.791 0.2200
H -1.991 1.159 0.421 0.2041
C 4.041 -0.844 -1.624 -0.2728
H 4.039 -1.371 1.700 0.2179
C 5.609 0.171 0.081 -0.4425
C 2.695 -2.226 0.268 0.0443
H 0.199 -0.094 -1.451 0.2283
C -2.870 1.670 0.060 -0.1471
O -0.460 -1.229 0.944 -0.5300
H -6.013 3.490 -1.199 0.2102
N -3.653 -1.224 0.313 -0.4533
H 6.218 0.409 -0.793 0.2148
C -4.535 -1.618 -0.763 -0.4266
H -1.576 -1.259 -0.802 0.2010
H -1.761 3.234 -0.879 0.2129
N 4.463 2.348 -0.272 -0.6186
C 0.920 0.443 1.814 -0.2788
C 0.642 0.336 -0.568 -0.3125
H -1.615 -4.235 -1.092 0.4739
C 1.529 1.387 -0.700 -0.1976
H 1.762 1.755 -1.691 0.2085
C -4.221 -0.149 1.110 -0.2323
C -2.744 2.837 -0.670 -0.2253
H -5.270 -0.350 1.391 0.1688
C 3.758 -1.431 0.660 -0.2568
C 0.349 -0.167 0.697 0.3886
H 2.606 -1.783 -2.924 0.1909
C -3.154 -2.352 1.070 -0.2306
C 2.960 -1.663 -1.908 0.0445
C 4.464 -0.719 -0.305 0.0449
H -3.634 -0.053 2.027 0.2077
H 2.234 1.952 2.544 0.2103
C -0.993 -1.929 -0.161 -0.1118
O -2.383 -3.857 -0.649 -0.7219
C 1.800 1.495 1.666 -0.1976
C 3.234 2.982 0.199 -0.2356
H 2.131 -2.797 0.994 0.1954

***

73
Properties=species:S:1:pos:R:3:lowdin_charge:R:1 method="wB97M-V/def2-TZVPD" e_tot_ha=-3671.737324 mol_weight_g_mol=605.5 spin_multiplicity=4
H -1.738 1.614 -5.652 0.0440
C -1.075 0.907 -3.482 -0.2217
H 1.902 3.360 -2.078 0.1138
C -4.347 -0.216 -8.869 -0.1184
C 3.535 0.179 -6.719 -0.1407
H -4.152 0.798 -9.199 0.0860
H 0.552 0.453 -4.830 0.0836
C -5.369 -1.097 -9.174 -0.0831
C -1.527 -1.746 0.165 -0.5204
C 1.413 0.272 -2.963 -0.1551
H -0.079 -0.955 -3.920 0.0899
N -2.130 1.275 -7.730 -0.2490
H 0.825 0.125 -9.854 0.0698
C 2.321 -2.251 -10.025 -0.1374
H -1.508 1.730 -0.157 0.0930
H 2.841 -3.910 -11.340 0.0892
H 1.858 -2.492 0.524 -0.0122
Co -0.429 -2.706 -1.305 0.8639
C -2.215 2.121 -8.842 -0.1665
C 1.458 -1.767 -0.230 -0.1308
F -0.891 -0.659 0.813 -0.0448
H -2.184 4.218 -6.263 0.0890
H 0.730 2.703 -3.316 0.1081
H 2.307 -1.385 -0.818 -0.0446
H -3.430 -2.778 -7.036 0.0918
C 1.708 1.304 -2.140 -0.1123
H -2.526 0.538 -1.936 0.0970
H 3.131 -5.274 -8.933 0.0830
H -0.487 3.937 -1.389 0.1179
C 2.683 -3.556 -10.334 -0.0886
H 4.761 1.970 -9.238 0.0832
C -5.116 -2.315 -8.454 -0.1007
C -1.100 1.896 -1.143 -0.1147
H 1.972 -3.639 -7.067 0.0894
H -5.698 -3.219 -8.504 0.0886
C -1.586 1.084 -2.099 -0.1150
C 2.217 -3.470 -8.114 -0.1700
C -3.978 -2.132 -7.708 -0.1725
C 3.220 0.506 -8.944 -0.1433
C 4.501 1.071 -7.154 -0.0873
H -1.900 0.397 -4.033 0.0965
P 1.227 -0.972 -7.572 1.0950
H 2.308 -1.367 -10.635 0.0829
H -2.148 4.307 -9.027 0.0894
H -2.359 1.730 -9.824 0.0962
N -3.493 -0.839 -7.940 -0.2975
H -6.189 -0.894 -9.845 0.0920
C -2.146 3.437 -8.396 -0.0794
H 2.441 1.175 -1.322 0.1138
C 4.281 1.309 -8.559 -0.0703
C 0.311 -0.034 -8.898 -0.4155
H 3.322 -0.262 -5.766 0.0869
F -2.757 -1.200 -0.187 -0.0247
H -0.748 -1.925 -9.050 0.0667
H 2.087 -0.596 -2.981 0.0905
C -2.069 3.408 -6.962 -0.0825
F -1.814 -2.712 1.152 -0.0331
C 2.728 -4.295 -9.105 -0.1022
H -1.025 1.955 -3.837 0.0954
H 0.159 0.964 -8.437 0.0750
H 1.054 -0.862 0.241 -0.0301
N 1.948 -2.229 -8.683 -0.2546
H -1.597 -0.632 -9.968 0.0911
P -1.865 -0.526 -7.426 1.0895
N 2.706 -0.104 -7.803 -0.2959
H 5.261 1.499 -6.533 0.0835
H 2.790 0.364 -9.923 0.0798
C 1.072 2.654 -2.263 -0.1894
H 0.389 2.899 -0.175 0.1175
C -0.982 -0.841 -9.074 -0.3845
C 0.235 0.100 -3.832 -0.2011
C -1.944 2.080 -6.606 -0.1642
C -0.036 2.946 -1.203 -0.1688